No. 1
{
  "formula": "F4H12N2NaO14S4",
  "method": "the ωB97M-V functional and the def2-TZVPD basis",
  "species": ["Na", "N", "S", "O", "O", "F", "S", "O", "O", "F", "N", "S", "O", "O", "F", "S", "O", "O", "F", "O", "H", "H", "O", "H", "H", "O", "H", "H", "O", "H", "H", "O", "H", "H", "O", "H", "H"],
  "coordinates": [[-0.865, 0.681, 0.110], [2.229, -5.772, 1.175], [2.006, -5.321, 2.613], [0.961, -5.996, 3.388], [2.445, -3.956, 2.923], [3.271, -6.111, 3.085], [0.683, -5.318, 0.685], [0.352, -3.901, 0.816], [-0.355, -6.337, 0.895], [0.970, -5.316, -0.893], [-1.066, 3.899, -1.540], [-0.688, 5.292, -0.595], [-1.199, 5.210, 0.763], [-0.527, 6.568, -1.285], [0.862, 4.894, -0.313], [-2.264, 4.519, -2.136], [-1.911, 5.354, -3.295], [-3.455, 4.720, -1.291], [-2.733, 3.192, -2.897], [-2.058, -1.791, -3.176], [-1.250, -1.316, -3.367], [-2.285, -2.221, -4.000], [-0.667, 0.750, 4.057], [-0.397, 1.094, 4.908], [-1.623, 0.738, 4.095], [0.949, 0.664, -3.355], [0.681, 1.501, -2.975], [1.576, 0.901, -4.038], [3.382, 0.793, 1.404], [3.887, 0.601, 0.614], [3.138, 1.714, 1.314], [3.498, -1.674, -1.941], [3.949, -1.014, -2.467], [2.590, -1.374, -1.904], [-4.357, 1.530, 2.698], [-4.633, 1.765, 3.584], [-5.095, 1.036, 2.340]],
  "atomic_forces_ev_per_a": [[-0.01, 0.12, 0.13], [-4.16, 0.83, -3.31], [2.99, 0.85, 6.38], [0.71, 1.76, -1.22], [-1.72, -1.59, -0.38], [1.35, -0.82, 1.08], [-1.59, -0.48, -3.07], [0.17, -1.66, 0.81], [2.05, 2.03, -0.52], [0.11, -0.77, 0.20], [4.70, 1.14, 4.85], [3.58, 0.52, 2.64], [-0.05, 0.19, -2.12], [-0.93, -2.34, 1.14], [-0.52, -0.26, -0.53], [-7.48, 0.69, -6.77], [-1.44, -0.49, 2.29], [2.47, 0.79, -1.12], [-0.16, -0.75, -0.26], [-0.12, 0.13, 0.31], [0.30, 0.13, -0.14], [-0.09, -0.14, -0.15], [0.03, -0.01, -0.36], [0.19, 0.06, 0.17], [-0.31, -0.03, 0.00], [-0.12, -0.40, 0.34], [-0.13, 0.44, -0.05], [0.14, 0.03, -0.22], [-0.28, -0.04, 0.08], [0.19, -0.24, -0.20], [0.01, 0.32, 0.06], [0.20, -0.06, 0.10], [0.12, 0.13, -0.16], [-0.31, -0.02, 0.01], [0.34, -0.07, -0.08], [-0.06, 0.14, 0.21], [-0.20, -0.12, -0.14]],
  "lumo_energy_ha": -0.001,
  "total_charge": -1,
  "homo_lumo_gap_ha": 0.2435,
  "total_energy_ha": -3324.55766,
  "fmax_ev_per_a": 10.1,
  "relative_energy_kj_mol": 321.85
}

No. 2
{
  "formula": "F4Hf",
  "method": "the ωB97M-V functional and the def2-TZVPD basis",
  "species": ["Hf", "F", "F", "F", "F"],
  "coordinates": [[-0.550, -0.318, -0.518], [1.275, 0.863, 0.273], [-1.460, 1.145, 1.068], [-0.016, -1.372, 1.539], [0.750, -0.318, -2.362]],
  "atomic_forces_ev_per_a": [[7.95, 4.65, 7.60], [-3.80, -2.41, -2.18], [0.79, -2.85, -4.08], [-1.47, 1.03, -4.74], [-3.47, -0.41, 3.41]],
  "lumo_energy_ha": -0.143,
  "homo_lumo_gap_ha": 0.3098,
  "total_energy_ha": -447.44892,
  "fmax_ev_per_a": 11.9
}

No. 3
{
  "formula": "F4KN2O8S4",
  "method": "the ωB97M-V functional and the def2-TZVPD basis",
  "species": ["K", "N", "S", "O", "O", "F", "S", "O", "O", "F", "N", "S", "O", "O", "F", "S", "O", "O", "F"],
  "coordinates": [[0.114, -0.518, -1.236], [-1.542, 0.205, -1.111], [-2.139, 1.593, -0.669], [-1.325, 2.449, 0.184], [-3.561, 1.761, -0.688], [-1.726, 2.283, -2.089], [-2.395, -0.657, 0.117], [-3.414, -1.522, -0.387], [-2.506, -0.150, 1.491], [-1.205, -1.703, 0.428], [1.701, -0.297, -0.454], [2.578, -1.572, 0.212], [2.135, -1.923, 1.574], [4.023, -1.631, -0.150], [1.969, -2.734, -0.709], [1.852, 0.665, 0.724], [3.139, 0.986, 1.287], [0.677, 0.736, 1.591], [1.625, 2.027, -0.115]],
  "atomic_forces_ev_per_a": [[-0.41, -7.29, -9.14], [-13.32, 2.94, 5.01], [0.84, 7.18, -1.71], [-1.36, -2.23, -0.38], [-0.02, -0.67, 0.60], [-0.09, -0.34, -0.25], [0.27, -2.38, 3.04], [0.20, 0.89, -0.48], [-0.23, 0.46, -3.19], [0.32, -0.33, -0.68], [14.12, -2.43, 6.39], [3.15, -2.00, 0.58], [0.89, 0.84, -3.00], [-3.93, 0.44, 0.92], [-0.33, 0.58, 0.00], [-1.24, 7.58, 4.56], [-0.41, -1.40, -0.22], [1.70, -1.31, -1.34], [-0.16, -0.53, -0.71]],
  "lumo_energy_ha": 0.075,
  "total_charge": -1,
  "homo_lumo_gap_ha": 0.3430,
  "total_energy_ha": -3303.37357,
  "fmax_ev_per_a": 15.7,
  "relative_energy_kj_mol": 1000.26
}

No. 4
{
  "formula": "F4NP",
  "method": "the ωB97M-V functional and the def2-TZVPD basis",
  "species": ["N", "F", "F", "F", "F", "P"],
  "coordinates": [[0.446, -0.143, 0.420], [-0.394, -1.287, 1.135], [1.622, -0.832, 0.455], [0.172, 1.519, -1.267], [-1.717, 0.678, -0.153], [-0.501, 0.104, -1.086]],
  "atomic_forces_ev_per_a": [[-0.88, -2.82, 3.59], [0.92, 2.43, -1.69], [-0.11, 0.68, -1.31], [0.25, -0.27, -0.48], [1.17, -1.00, -1.23], [-1.35, 0.98, 1.13]],
  "lumo_energy_ha": -0.022,
  "homo_lumo_gap_ha": 0.3869,
  "total_energy_ha": -795.47903,
  "fmax_ev_per_a": 4.6,
  "relative_energy_kj_mol": 238.00,
  "smiles": "FN(F)P(F)F"
}

No. 5
{
  "formula": "F4NP",
  "method": "the ωB97M-V functional and the def2-TZVPD basis",
  "species": ["N", "F", "F", "F", "F", "P"],
  "coordinates": [[-0.566, -0.255, 1.584], [0.595, -0.587, 2.080], [-0.324, 0.483, 0.406], [-0.985, -0.044, -2.246], [1.048, -0.894, -1.363], [0.421, 0.493, -1.818]],
  "atomic_forces_ev_per_a": [[-1.39, 0.26, -0.53], [0.85, 0.19, -0.30], [0.10, -0.52, 2.10], [-0.90, -0.27, -0.16], [0.11, -0.14, 0.18], [1.23, 0.47, -1.29]],
  "lumo_energy_ha": [-0.010, -0.046],
  "homo_lumo_gap_ha": [0.4129, 0.2338],
  "total_energy_ha": -795.41463,
  "fmax_ev_per_a": 2.2,
  "relative_energy_kj_mol": 407.07
}

No. 6
{
  "formula": "F6H12N3Na5O18S6",
  "method": "the ωB97M-V functional and the def2-TZVPD basis",
  "species": ["Na", "Na", "Na", "Na", "Na", "N", "S", "O", "O", "F", "S", "O", "O", "F", "N", "S", "O", "O", "F", "S", "O", "O", "F", "N", "S", "O", "O", "F", "S", "O", "O", "F", "O", "H", "H", "O", "H", "H", "O", "H", "H", "O", "H", "H", "O", "H", "H", "O", "H", "H"],
  "coordinates": [[-1.618, 2.524, 1.069], [1.390, 1.974, 1.902], [-2.404, -2.245, -2.655], [3.453, 2.138, -2.087], [2.542, -4.378, 0.504], [2.508, 4.253, -1.702], [0.951, 4.344, -1.176], [0.266, 5.548, -1.377], [0.654, 3.501, -0.040], [0.393, 3.447, -2.375], [3.179, 5.142, -0.532], [3.133, 4.553, 0.777], [3.002, 6.534, -0.643], [4.689, 4.916, -0.990], [-3.361, -3.545, -1.009], [-4.935, -3.819, -0.983], [-5.690, -2.667, -0.603], [-5.344, -5.093, -0.527], [-5.175, -3.933, -2.567], [-3.031, -3.408, 0.600], [-3.181, -4.576, 1.364], [-3.347, -2.125, 1.114], [-1.435, -3.317, 0.370], [0.105, 0.066, 0.461], [0.437, -0.148, -1.077], [-0.179, -1.273, -1.687], [1.746, 0.226, -1.477], [-0.487, 1.000, -1.615], [0.965, -1.176, 1.135], [2.123, -0.682, 1.816], [1.026, -2.433, 0.482], [-0.015, -1.462, 2.298], [3.855, -3.125, 2.351], [4.270, -3.508, 3.131], [3.679, -2.205, 2.589], [1.383, -1.712, 5.332], [1.223, -2.171, 4.503], [0.719, -2.072, 5.929], [-2.809, 3.213, -0.979], [-3.723, 3.242, -1.280], [-2.285, 3.433, -1.757], [3.606, 1.822, 0.568], [3.775, 0.883, 0.718], [4.462, 2.251, 0.693], [-2.575, 0.414, 1.363], [-1.663, 0.190, 1.142], [-3.092, -0.286, 0.933], [-1.130, -1.038, -4.603], [-1.774, -1.722, -4.801], [-0.282, -1.493, -4.603]],
  "atomic_forces_ev_per_a": [[-0.94, 0.33, -0.74], [0.90, 0.30, -0.43], [0.05, 0.10, 0.39], [-0.20, -0.03, 0.15], [0.03, 0.28, 0.39], [-1.84, 0.57, 2.08], [-0.67, -2.21, -3.48], [-0.05, 0.94, 0.84], [-0.27, -0.34, 0.95], [0.13, -0.20, 0.24], [3.56, 1.25, 0.74], [-0.31, -0.34, -0.33], [-0.61, 0.21, -0.21], [-0.37, -0.51, -0.08], [0.15, -0.02, 1.81], [-3.27, -0.45, -1.88], [0.51, -0.02, 0.01], [0.51, -0.11, 0.40], [0.79, 0.43, 0.22], [2.19, -0.20, -1.53], [-0.42, -0.25, 0.37], [-0.25, 0.49, 0.39], [-0.10, 0.14, -0.04], [2.07, -2.00, 0.31], [-2.86, 1.77, -3.13], [0.36, -0.80, 0.25], [1.21, 0.03, 0.20], [0.27, 0.31, 0.47], [-1.43, 0.11, 3.12], [0.56, 0.57, -0.46], [0.85, 0.00, -1.00], [-0.29, 0.21, 0.22], [-0.33, -0.09, -0.29], [0.09, -0.09, 0.04], [-0.04, -0.09, -0.04], [0.04, 0.08, -0.23], [-0.08, -0.10, 0.02], [0.01, 0.02, 0.15], [0.38, -0.18, 0.21], [-0.12, 0.02, 0.12], [0.01, 0.12, -0.06], [-0.10, -0.54, -0.32], [0.07, -0.07, 0.02], [-0.09, 0.34, 0.32], [0.49, 0.99, -0.18], [-0.27, -0.65, 0.02], [-0.19, -0.11, 0.37], [-0.27, -0.22, 0.75], [0.01, -0.01, -0.96], [0.11, 0.03, -0.15]],
  "lumo_energy_ha": -0.239,
  "total_charge": 2,
  "homo_lumo_gap_ha": 0.2818,
  "total_energy_ha": -5325.32304,
  "fmax_ev_per_a": 4.6
}